# 1
234
Properties=species:S:1:pos:R:3 method="wB97M-V/def2-TZVPD" e_homo_ev=-10.28 orbital_gap_ev=10.321 relative_energy_kj_mol=993.2 e_lumo_ha=0.0015
H 10.445 3.947 1.420
O -0.193 6.173 -6.792
H -2.374 1.986 -8.264
P 0.358 4.803 -7.526
H -0.345 -2.942 -0.895
H 3.251 -0.058 1.938
O 5.940 10.579 7.587
O 13.416 1.863 3.375
H 3.096 2.825 -7.510
H -7.476 -1.942 1.077
H -4.889 2.336 6.738
H -4.564 8.260 2.780
C -3.815 6.242 3.334
O -0.878 1.430 8.813
H 3.807 -5.972 -5.914
H 7.686 12.647 7.769
H -5.044 -13.393 -8.075
H -7.378 4.963 -0.158
C -11.077 -6.515 2.692
O -8.752 -7.442 0.446
H -2.969 2.802 -2.175
H -12.319 -8.465 3.080
H -8.989 -9.597 -2.168
H 9.435 1.786 5.913
H 2.656 -8.821 -6.241
H -0.504 9.189 -8.142
H 2.276 -6.367 -6.470
H -8.943 -2.936 1.640
O -10.048 -5.171 0.229
H -8.039 -3.102 0.036
H 13.335 3.785 4.483
H 3.163 1.493 -6.258
C -7.993 -2.901 1.106
H -10.538 9.248 5.704
O 0.632 3.792 -6.193
H 10.307 0.204 3.342
H 0.262 8.877 -6.571
H -8.448 5.526 2.430
O -3.452 1.534 9.218
H 3.179 6.894 6.201
H -1.762 7.473 -6.913
O -3.145 -12.339 -6.305
C -7.375 -4.062 1.887
H 4.895 6.260 6.107
O 7.585 9.321 6.065
O 11.871 1.311 1.424
C 13.806 2.802 4.461
H 13.603 2.383 5.446
H 11.548 6.435 2.693
H 3.614 6.114 4.783
H 5.658 7.727 4.535
C -3.454 0.719 6.176
H 0.557 1.877 -6.794
H 5.916 11.589 2.580
C -0.833 7.227 -7.428
H -3.475 1.489 -1.002
C 6.813 10.883 8.693
H -11.776 -6.206 1.915
O -8.580 7.639 3.562
H 5.856 -7.804 -12.117
C 0.072 8.468 -7.563
H -1.448 -15.061 -2.548
C -0.569 -2.407 -1.819
P -9.146 -5.946 1.041
C 4.763 7.916 5.128
H 0.003 -14.608 -3.464
C 2.365 0.441 2.331
H -5.527 0.742 7.129
H 5.727 12.909 4.684
H -9.057 -9.952 -0.578
H -3.702 -14.137 -8.622
H 15.766 2.425 5.211
H 7.771 10.389 8.851
O 6.006 -7.354 -7.261
H -9.901 -7.694 -1.287
H 5.964 12.952 8.483
O 12.385 3.764 2.150
H 6.208 -3.565 -10.363
H -2.200 -3.415 -2.664
H 11.118 5.215 3.748
H -1.277 -13.551 -5.180
H -4.184 8.198 4.399
H -3.479 -9.261 -4.870
H -6.345 -15.574 -8.023
O -0.006 -1.149 -1.646
H -3.283 -10.772 -4.110
H -0.841 -13.427 -2.684
H 0.266 0.736 2.196
C -7.547 5.412 1.828
H 7.673 -2.910 -9.609
C -8.554 -9.241 -1.234
C 6.918 12.424 8.509
H 7.011 -4.029 -7.439
C 6.683 -3.322 -9.413
O -7.673 -5.365 1.454
H 2.656 1.385 1.870
O -0.240 1.238 -1.078
C -8.655 8.224 4.818
H -7.656 -3.964 2.936
C 6.474 12.115 4.648
C -2.657 1.980 -1.530
C -4.551 0.827 9.769
O 5.694 10.960 4.978
C 6.699 12.154 3.086
P -0.399 -0.179 -0.366
H 7.381 -5.328 -8.660
O -9.666 -6.206 2.501
H -2.303 1.337 -2.336
O 5.200 -7.217 -9.809
H 4.418 -8.496 -5.810
H -8.332 -7.211 -1.601
C 1.239 2.523 -6.241
H -0.017 -2.804 -2.671
H -6.789 4.834 2.358
H 9.185 1.505 3.326
H 15.724 2.881 3.459
O 5.398 -5.064 -8.223
H 0.689 -0.890 2.305
O 10.928 2.299 3.682
H -1.501 2.243 0.236
H 4.180 -8.007 -12.370
C 4.927 -7.237 -12.177
H -10.908 -8.675 2.045
O 0.992 -0.320 0.501
H 9.892 5.707 2.610
C 2.764 2.469 -6.535
H -3.214 -10.488 -7.091
H 3.357 3.087 -5.862
C -4.575 -14.375 -8.014
C -4.167 0.635 11.250
H 7.585 11.537 2.936
H -5.970 -14.822 -9.590
H -9.058 5.325 0.332
C -3.036 -10.243 -5.030
P 5.126 -6.660 -8.246
H 1.125 1.425 10.123
H 0.488 0.160 8.060
H -5.324 1.464 5.419
H 11.589 5.048 0.654
H -2.919 6.424 2.740
H 7.390 12.673 9.459
C -4.558 7.550 3.607
H -1.970 -10.138 -5.233
H -4.486 -0.168 9.328
C 3.273 -6.800 -6.381
C -10.028 9.123 4.749
C 4.698 -6.430 -10.868
H -3.474 5.623 4.164
H -8.394 3.778 0.684
H -1.171 6.994 -8.438
H -2.709 -2.064 -1.492
H -4.856 -16.066 -8.980
H -6.294 -3.926 1.903
H 2.471 1.324 9.200
H -3.548 -0.365 6.108
H -4.824 -0.136 11.651
C 15.374 3.117 4.464
H -3.505 2.435 -6.932
H 1.107 2.107 -5.242
C 10.069 1.140 3.848
H 1.024 8.399 -8.089
O -5.335 -13.170 -5.077
C 4.056 6.713 5.579
C 1.031 0.040 1.852
P -2.300 0.713 8.455
O -4.097 -14.819 -6.735
H -1.875 -1.603 -2.875
C -1.979 -2.453 -2.201
H -4.694 -10.951 -6.157
H 0.368 1.814 7.291
C -1.274 2.224 -0.830
O -1.659 -0.325 0.412
H -10.770 8.828 4.006
H 6.756 13.164 2.679
H -10.620 -8.404 3.627
H 10.701 0.576 5.877
O -0.924 4.141 -8.317
C -2.517 2.586 -7.365
H -4.337 5.579 2.645
H -4.450 1.508 11.838
H 2.494 0.370 3.411
C -4.916 1.295 6.416
H -8.847 7.468 5.580
C -8.129 4.834 0.622
C -8.891 -7.829 -0.898
C -1.689 -14.360 -4.577
H 5.973 -2.567 -9.075
C 0.409 1.236 8.215
H 6.238 10.742 9.608
C 6.706 -4.527 -8.359
H -7.849 8.937 4.991
P -7.095 7.742 2.822
H 5.171 -6.631 -13.049
H -11.472 -5.982 3.556
P 6.187 9.889 6.182
H 3.675 -6.143 -10.624
H -1.051 3.257 -1.096
H -2.251 4.718 -6.767
C -3.607 -11.013 -6.220
H 7.309 12.351 5.307
H -2.899 4.462 -8.315
H -7.485 -9.348 -1.050
P -4.053 -13.605 -5.666
O 1.475 5.168 -8.490
C -1.031 -14.339 -3.250
P 12.071 2.235 2.546
H -9.790 10.184 4.671
O -2.449 1.334 6.935
H 9.093 0.119 5.443
O 4.986 8.806 6.239
H -1.454 -15.313 -5.052
C 10.960 5.517 2.712
H 1.464 2.834 9.158
C -2.155 4.057 -7.629
O -6.831 9.156 2.271
C 11.344 4.540 1.587
H 5.308 -5.541 -11.027
O -7.109 6.715 1.542
O -2.259 -0.787 8.513
H 15.636 4.133 4.757
C 9.814 0.931 5.353
H 3.201 -8.116 -4.623
H -3.270 0.925 5.122
O 3.579 -6.768 -7.771
C 1.467 1.744 9.138
C -11.323 -8.081 2.860
O -3.099 -14.142 -4.448
H -5.577 1.128 9.560
O -5.929 7.126 3.845
H -1.777 2.258 -6.635
C -5.541 -15.269 -8.692
H 4.082 8.368 4.408
C 3.373 -8.207 -5.695
H -3.127 0.411 11.486


# 2
235
Properties=species:S:1:pos:R:3 method="wB97M-V/def2-TZVPD" e_homo_ev=-8.33 orbital_gap_ev=8.306 e_lumo_ha=-0.0008
N 21.263 15.520 11.090
H 21.537 9.871 21.566
C 22.310 15.791 10.148
H 21.540 10.296 23.269
O 14.663 14.157 12.691
N 16.235 17.208 15.206
H 11.415 20.089 19.770
N 23.830 16.454 14.896
H 14.972 16.785 10.066
H 26.931 16.217 16.843
H 26.042 14.647 17.300
C 24.957 13.842 22.328
H 16.052 23.808 16.456
H 18.231 13.999 8.571
S 20.544 20.234 12.622
H 23.367 18.743 17.170
H 18.338 13.419 22.944
H 17.941 15.513 7.768
O 24.224 17.449 19.499
O 13.673 18.706 7.468
H 23.772 21.237 20.768
C 20.933 20.760 15.172
N 18.019 15.674 16.547
H 15.185 18.119 21.344
H 21.803 11.385 19.487
N 23.161 12.841 19.887
H 14.981 16.824 22.595
H 10.274 19.429 23.472
C 19.100 17.164 9.387
H 22.361 15.065 9.328
O 18.161 18.248 16.691
N 19.907 13.299 10.261
H 16.944 19.678 15.367
C 22.650 11.866 19.020
H 22.501 12.819 15.656
H 16.171 12.400 10.619
C 14.328 20.658 20.681
H 20.550 13.548 8.267
H 23.021 14.555 18.572
H 21.760 22.325 12.585
H 23.667 21.321 18.039
H 22.136 21.248 19.986
H 24.137 10.963 23.344
H 22.299 16.811 9.663
N 13.223 19.716 20.954
H 24.138 14.660 20.020
H 23.615 13.906 16.504
N 22.609 11.559 22.005
C 22.616 16.412 15.696
H 28.027 14.356 14.729
O 21.660 17.385 19.360
H 16.123 18.842 10.837
H 21.914 19.544 17.934
H 23.416 19.052 21.548
C 15.303 19.506 10.491
O 14.094 20.521 13.793
C 16.238 11.590 11.309
H 26.715 13.353 14.029
H 13.821 17.986 25.002
C 22.824 19.378 20.733
O 12.461 20.643 23.312
H 13.253 11.061 12.830
H 21.156 18.717 14.364
H 19.284 11.496 11.246
H 24.664 11.242 21.608
H 13.708 18.608 11.798
H 22.051 17.308 15.611
H 21.115 20.517 16.235
H 25.242 13.101 23.149
C 26.978 13.954 14.871
H 12.008 18.417 19.910
N 16.181 16.970 17.874
C 13.936 18.704 10.725
O 15.769 17.333 7.667
H 15.359 15.935 19.477
H 20.489 11.179 22.197
H 16.196 18.074 22.775
C 23.461 13.127 13.154
H 22.417 15.260 12.889
O 15.098 13.982 21.826
C 23.691 20.468 18.692
H 24.540 13.694 18.613
C 22.955 14.920 23.221
H 17.867 13.689 16.284
S 22.943 18.087 19.424
H 14.023 19.746 24.905
H 16.129 17.926 13.342
N 26.102 15.027 15.175
C 23.720 14.061 19.227
H 19.427 19.318 14.493
H 9.857 18.795 21.910
P 12.900 19.445 22.555
C 14.656 22.503 15.337
O 19.006 14.887 12.083
H 14.624 15.925 14.689
C 16.974 12.964 20.230
C 16.515 12.243 12.672
H 18.426 14.503 14.830
H 23.938 18.338 13.865
H 15.477 18.731 24.874
H 15.102 20.489 21.339
H 15.169 20.567 8.558
H 17.332 13.008 12.659
H 23.278 14.619 24.246
H 23.428 11.103 18.675
H 16.850 20.501 13.885
H 19.602 14.636 17.253
C 24.367 17.797 14.701
N 23.798 13.875 14.398
H 19.998 16.053 16.307
H 17.186 15.697 21.356
H 23.995 12.176 13.035
H 11.989 16.877 20.959
N 23.469 14.085 22.152
O 19.396 21.029 12.357
C 14.132 17.474 9.828
N 19.112 15.666 9.517
O 21.034 13.602 21.360
H 22.242 12.331 18.127
C 17.077 21.926 15.625
H 15.245 9.890 12.086
C 21.448 10.696 22.259
H 18.099 17.591 9.656
C 20.666 12.857 9.086
H 14.476 18.211 17.880
H 11.319 16.206 22.491
P 22.406 13.075 21.339
H 22.951 20.499 14.761
H 20.950 11.817 11.279
C 19.350 15.678 17.054
C 10.348 18.579 22.836
H 19.730 12.753 12.251
H 14.444 15.738 17.940
C 17.981 14.962 21.397
H 14.799 23.124 14.473
C 13.985 11.616 12.258
H 23.628 9.869 21.985
C 15.596 19.673 9.002
H 18.919 15.408 21.690
H 16.697 14.633 15.314
H 21.967 15.576 15.325
H 26.988 13.331 15.780
H 13.025 16.601 22.391
H 19.099 13.886 19.996
H 14.454 17.015 16.140
H 17.149 16.408 13.476
H 20.203 21.575 15.266
H 25.184 16.106 16.710
C 22.915 19.267 18.022
H 19.353 16.302 17.981
H 17.015 10.939 10.978
C 12.000 16.963 22.095
C 22.016 21.337 12.908
H 16.024 19.051 18.022
C 23.506 13.241 15.686
C 17.704 14.587 15.713
P 19.773 14.858 10.844
H 21.815 16.941 12.553
S 16.244 13.110 21.839
C 15.166 17.882 22.417
C 18.075 15.046 8.723
H 23.640 13.644 12.246
H 17.778 21.625 16.380
H 21.765 12.787 9.293
S 14.905 12.846 13.187
H 23.267 15.583 10.645
H 14.041 21.706 20.881
H 22.577 22.151 14.940
H 16.649 19.579 8.792
H 9.751 17.852 23.335
S 14.796 20.739 15.038
N 14.317 18.840 23.104
C 26.089 15.511 16.558
H 24.265 18.481 15.608
H 22.363 13.053 13.219
P 17.209 17.121 16.590
C 18.021 14.133 20.128
H 20.720 15.889 13.122
C 14.426 18.808 24.498
H 20.354 11.874 8.783
H 13.634 22.724 15.692
C 19.969 12.310 11.286
H 17.544 11.990 20.322
C 20.400 19.614 14.292
H 17.752 18.057 13.943
H 14.389 17.707 14.617
H 13.185 16.978 9.701
H 16.137 12.955 19.476
H 15.711 22.235 17.223
H 22.890 20.899 12.457
C 16.564 20.607 14.987
C 14.848 16.897 15.203
P 24.739 15.184 14.255
C 23.134 20.707 20.061
N 11.747 18.276 22.615
H 15.903 14.856 18.130
H 24.750 20.160 18.799
O 20.792 19.063 11.793
O 25.067 15.404 12.852
C 15.494 18.194 18.347
H 15.320 18.170 19.453
C 15.435 15.808 18.394
H 19.287 17.364 8.302
C 15.876 22.731 16.257
H 13.458 12.103 11.451
H 17.791 14.800 19.292
S 14.788 18.182 8.253
H 13.102 19.199 10.274
C 23.851 10.910 22.268
H 19.824 17.647 10.080
H 17.123 14.663 23.361
C 14.970 10.741 11.476
O 14.356 19.961 16.140
H 12.917 19.534 18.926
H 17.508 22.538 14.871
H 14.739 10.286 10.529
H 21.885 19.321 21.205
H 25.381 17.691 14.531
H 16.880 11.505 13.440
H 25.385 14.780 22.582
H 17.067 14.944 9.205
H 24.163 12.430 15.922
H 23.204 15.958 22.972
H 25.321 13.648 21.319
C 17.580 14.082 22.503
C 21.617 15.882 12.466
H 22.839 16.242 16.736
O 16.056 11.807 22.479
H 21.873 14.971 23.323
H 15.478 20.388 11.059
C 12.331 19.452 19.840
C 16.876 17.347 13.841
H 14.676 20.520 19.606
C 22.212 21.256 14.445
O 14.787 12.664 14.622